[1]
{
  "formula": "C28H21AsCoF5OS",
  "method": "the ωB97M-V functional and the def2-TZVPD basis",
  "total_charge": 1,
  "homo_ev": [-11.17, -11.39],
  "multiplicity": 4,
  "total_energy_ev": -154306.08572,
  "lumo_ev": [-2.548, -3.788],
  "symbols": ["Co", "F", "C", "C", "F", "C", "F", "C", "S", "C", "F", "C", "F", "C", "C", "C", "O", "C", "H", "H", "H", "H", "H", "H", "H", "H", "C", "C", "C", "C", "C", "C", "As", "C", "C", "C", "C", "C", "C", "C", "C", "C", "C", "C", "C", "H", "H", "H", "H", "H", "H", "H", "H", "H", "H", "H", "H", "H"],
  "coordinates": [[-0.481495, 0.845255, 0.732379], [5.738403, -1.014779, 1.777095], [4.490951, -0.627130, 2.005921], [3.561149, -0.639220, 0.981955], [3.901508, -1.035845, -0.239067], [2.278521, -0.223333, 1.259902], [1.384736, -0.236066, 0.216604], [1.851594, 0.212673, 2.499340], [0.195685, 0.749837, 2.831629], [2.811439, 0.209406, 3.502702], [2.492590, 0.613324, 4.728761], [4.111351, -0.202484, 3.267686], [5.001464, -0.189866, 4.250255], [-2.662682, -2.576337, -0.347750], [-3.435621, -1.587754, -1.224702], [-2.616365, -0.308211, -1.141356], [-1.862620, -0.424890, 0.109871], [-2.142554, -1.701315, 0.769527], [-1.838831, -3.029162, -0.899489], [-3.296800, -3.372459, 0.037295], [-4.440160, -1.431217, -0.833352], [-3.521746, -1.926806, -2.254849], [-3.222273, 0.593726, -1.081180], [-1.896613, -0.205881, -1.952601], [-2.884445, -1.521707, 1.546827], [-1.214774, -2.038849, 1.224766], [-0.376046, 7.325434, 0.868020], [-0.772418, 6.971738, -0.413841], [-0.678656, 5.651595, -0.836702], [-0.186166, 4.696886, 0.042880], [0.200908, 5.040282, 1.334356], [0.110285, 6.362278, 1.742027], [0.045644, 2.876009, -0.499691], [1.890055, 2.717044, -1.013111], [3.005888, 2.765115, -0.194242], [4.259944, 2.597845, -0.768427], [4.375181, 2.378539, -2.137708], [3.250064, 2.332760, -2.948152], [1.990151, 2.505264, -2.387846], [0.703434, 2.509602, -3.127807], [0.555084, 2.328427, -4.497938], [-0.706529, 2.389265, -5.070225], [-1.834233, 2.627378, -4.290275], [-1.703361, 2.794677, -2.917901], [-0.438190, 2.736462, -2.353104], [-0.449258, 8.355646, 1.190126], [-1.153473, 7.724578, -1.091073], [-0.974618, 5.384471, -1.842584], [0.559864, 4.287141, 2.027050], [0.411852, 6.637760, 2.743840], [2.913651, 2.933996, 0.872497], [5.147524, 2.640245, -0.150371], [5.354408, 2.245839, -2.578342], [3.361767, 2.167102, -4.011909], [1.419414, 2.148165, -5.123812], [-0.812107, 2.255856, -6.138591], [-2.810062, 2.687829, -4.753358], [-2.579114, 2.985061, -2.308452]],
  "atomic_forces_ev_per_a": [[0.2, -0.1, 0.2], [0.0, 0.0, 0.0], [0.1, 0.0, -0.1], [0.0, 0.0, 0.0], [0.0, 0.0, 0.0], [0.0, 0.0, -0.2], [-0.1, 0.0, 0.0], [-0.2, 0.1, 0.0], [0.1, 0.0, 0.1], [0.0, 0.0, 0.2], [0.0, 0.0, 0.0], [0.1, 0.0, 0.1], [0.0, 0.0, 0.0], [0.0, -0.1, 0.0], [0.0, 0.0, -0.1], [0.0, -0.1, 0.1], [-0.1, 0.1, -0.1], [0.1, 0.1, -0.1], [0.0, 0.0, 0.0], [0.0, 0.0, 0.0], [0.0, 0.0, 0.0], [0.0, 0.0, 0.0], [0.0, 0.0, 0.0], [0.0, 0.0, 0.0], [0.0, 0.0, 0.0], [0.0, 0.0, 0.0], [0.0, 0.0, 0.0], [0.0, 0.0, 0.0], [0.1, 0.1, 0.1], [-0.1, 0.0, 0.1], [-0.1, 0.1, 0.0], [0.0, 0.0, 0.0], [0.0, 0.1, -0.3], [-0.1, 0.0, 0.1], [0.1, 0.0, 0.0], [0.0, 0.0, 0.0], [0.0, 0.0, 0.0], [0.0, 0.0, 0.0], [-0.1, 0.0, -0.2], [0.1, 0.0, 0.0], [0.0, 0.0, 0.0], [0.0, 0.0, 0.0], [0.0, 0.0, 0.0], [0.0, 0.0, -0.1], [0.0, 0.0, 0.1], [0.0, 0.0, 0.0], [0.0, 0.0, 0.0], [0.0, 0.0, 0.0], [0.0, 0.0, 0.0], [0.0, 0.0, 0.0], [0.0, 0.0, 0.0], [0.0, 0.0, 0.0], [0.0, 0.0, 0.0], [0.0, 0.0, 0.0], [0.0, 0.0, 0.0], [0.0, 0.0, 0.0], [0.0, 0.0, 0.0], [0.0, 0.0, 0.0]],
  "lowdin_charge": [0.399, 0.151, -0.131, -0.153, 0.142, -0.220, 0.005, -0.499, 0.706, -0.239, 0.107, -0.133, 0.151, -0.139, -0.137, -0.141, -0.308, -0.140, 0.125, 0.127, 0.123, 0.124, 0.122, 0.124, 0.136, 0.123, -0.063, -0.064, -0.088, -0.374, -0.111, -0.066, 1.349, -0.305, -0.085, -0.063, -0.049, -0.005, -0.187, -0.183, -0.006, -0.052, -0.068, -0.110, -0.330, 0.112, 0.112, 0.099, 0.095, 0.113, 0.112, 0.114, 0.114, 0.114, 0.114, 0.114, 0.111, 0.110]
}



[2]
{
  "formula": "C6H12N2",
  "method": "the ωB97M-V functional and the def2-TZVPD basis",
  "relative_energy_kcal_mol": 183.4,
  "homo_ev": -8.55,
  "multiplicity": 1,
  "smiles": "C/C=N\\N[C@@H]1C[C@@H]1C",
  "total_energy_ev": -9388.89721,
  "lumo_ev": 0.950,
  "symbols": ["C", "C", "N", "N", "C", "C", "C", "C", "H", "H", "H", "H", "H", "H", "H", "H", "H", "H", "H", "H"],
  "coordinates": [[2.009270, -0.847792, 0.471834], [2.064434, 0.458112, -0.219025], [1.216134, 0.698281, -1.062484], [0.220445, -0.305328, -1.297689], [-0.626821, -0.901218, -0.342783], [-2.117135, -0.450982, -0.434476], [-1.106619, 0.044884, 0.612147], [-0.600592, 1.446880, 0.454604], [1.011208, -1.626356, 0.173291], [3.058166, -1.507017, 0.675649], [1.751016, -0.616815, 1.723317], [2.737648, 1.106960, -0.132443], [-0.465291, 0.366951, -1.872612], [-0.326676, -2.024086, -0.265189], [-2.490951, 0.303666, -1.307538], [-2.789969, -1.148760, 0.184063], [-1.492011, -0.568323, 1.589096], [0.442515, 1.832876, 0.601151], [-1.371883, 2.051696, 1.065973], [-1.122891, 1.686364, -0.616895]],
  "atomic_forces_ev_per_a": [[-0.1, -3.8, 5.3], [-3.0, -7.4, 0.5], [-2.5, -0.1, -2.7], [-1.5, 3.9, -5.1], [-0.5, -2.5, -1.4], [-0.1, 0.1, 0.2], [-1.6, -2.0, 3.7], [-4.3, 3.0, -0.2], [4.5, 2.5, 1.0], [-2.8, 2.0, -1.1], [0.6, -0.5, -3.4], [5.8, 5.1, 1.2], [2.1, -2.6, 1.0], [-1.4, 1.8, 0.5], [0.8, -2.2, 2.3], [0.5, 1.2, -2.1], [1.6, 2.5, -1.5], [-1.7, -0.8, 0.0], [1.5, -0.5, -0.4], [2.2, 0.2, 2.3]],
  "lowdin_charge": [-0.092, -0.297, -0.014, -0.066, -0.438, -0.065, -0.370, -0.085, 0.101, 0.116, 0.133, 0.039, 0.147, 0.148, 0.154, 0.114, 0.180, 0.080, 0.099, 0.117]
}